1.
Entry from OMol25: an isolated ion of composition C2H4NO2 and charge -1 at a distorted geometry (ωB97M-V with the def2-TZVPD basis set).

Results
E_tot, eV: -7719.797
E_LUMO (spin up / spin down), eV: 4.4049 / 4.3464
Relative energy (zero: lowest compared OMol25 entry of this formula, charge and spin), kcal/mol: 134.10
Charge: -1
Highest occupied orbital energy (spin up / spin down), eV: -1.9495 / -1.1346

Geometry (Å):
C  -0.5107  -0.5278  0.0706
C  -0.0369  0.9017  -0.0534
N  -1.3446  -0.6865  -1.0619
O  -2.5708  -0.7512  -0.7957
O  1.1815  1.0520  -0.8244
H  0.4033  -0.9839  -0.2723
H  -1.0217  -0.8943  1.0165
H  -0.7787  1.5890  -0.4760
H  1.7888  0.3070  -0.7832

These are the Mulliken partial charges, in e, on atoms 1 to 2:
1. C -0.021
2. C -0.518


2.
Entry from OMol25: C28H29BN6SiTi as an isolated structure at a distorted geometry (ωB97M-V with the def2-TZVPD basis set).

Results
Multiplicity: 3
E_tot, eV: -70112.747
E_LUMO (spin up / spin down), eV: 0.1893 / 0.1818
<S²>: 2.007
Highest occupied orbital energy (spin up / spin down), eV: -5.9053 / -5.9429

Geometry (Å):
H  0.7231  3.4111  0.1455
N  0.4885  1.9284  -1.2813
B  0.4183  0.3376  -3.4375
N  0.6610  1.7118  -2.6803
C  0.9100  2.9113  -3.1705
Ti  0.5289  0.1855  -1.0237
H  0.9901  3.0529  -4.2160
C  0.9844  3.8405  -2.1093
H  1.1934  4.9069  -2.1150
C  0.7397  3.1859  -0.9224
H  0.4373  0.5700  -4.6636
C  -0.8947  -2.1523  2.0145
H  -1.3944  -3.0338  2.5587
H  0.0911  -2.3332  1.4913
H  -1.4245  -1.7594  1.1154
N  -1.0432  -0.1063  -2.9614
N  1.3723  -0.7937  -3.0028
N  -1.3341  -0.4490  -1.6207
N  1.6237  -1.1971  -1.6876
C  -2.1602  -0.2129  -3.6398
C  2.0697  -1.6022  -3.7784
H  -2.0356  -0.0122  -4.6621
H  1.9081  -1.4833  -4.8203
C  -3.2100  -0.5068  -2.8134
C  2.8028  -2.5185  -3.0186
C  -2.6792  -0.6314  -1.5046
C  2.4994  -2.2310  -1.6849
H  -4.2051  -0.5963  -3.0870
H  3.4574  -3.2843  -3.3475
H  -3.1659  -0.7827  -0.5556
H  2.8382  -2.5655  -0.7017
H  -0.7729  -1.2959  2.6099
C  2.2915  5.1050  3.2236
C  2.9300  4.3462  2.2299
C  2.5769  3.0231  2.0210
C  1.5590  2.3903  2.7491
C  0.9221  3.1596  3.7581
C  1.2805  4.5013  3.9874
Si  1.3186  0.5370  2.4499
C  2.9871  -0.2860  2.7094
C  3.6893  -0.7996  1.5894
C  5.0048  -1.2205  1.6802
C  5.7141  -1.1279  2.8724
C  5.0721  -0.5925  4.0030
C  3.7214  -0.1580  3.9154
C  0.3962  -0.0476  4.0549
C  0.8392  -1.0999  4.9052
C  0.0031  -1.6774  5.8807
C  -1.2922  -1.2051  6.0961
C  -1.7169  -0.1278  5.3156
C  -0.8929  0.4755  4.3626
H  2.6212  6.1218  3.4516
H  3.7485  4.7923  1.6768
H  3.1342  2.4560  1.2794
H  0.1661  2.6982  4.4181
H  0.8079  5.0634  4.8203
H  3.2157  -0.7364  0.6034
H  5.5209  -1.5242  0.7661
H  6.7738  -1.3551  2.9165
H  5.6348  -0.4032  4.9331
H  3.2874  0.3974  4.7963
H  1.8500  -1.5181  4.8415
H  0.3455  -2.5586  6.4346
H  -1.9649  -1.7335  6.7796
H  -2.7366  0.2315  5.4317
H  -1.2817  1.3589  3.8560

These are the Mulliken partial charges, in e, on atoms 1 to 2:
1. H 0.662
2. N 0.172


3.
Entry from OMol25: a 2-piece molecular cluster, C9H10NO2 overall at a distorted geometry (ωB97M-V with the def2-TZVPD basis set).

Results
E_tot, eV: -15074.851
E_LUMO (spin up / spin down), eV: 3.6515 / 3.6509
Relative energy (zero: lowest compared OMol25 entry of this formula, charge and spin), kcal/mol: 114.25
Charge: -1
Highest occupied orbital energy (spin up / spin down), eV: -3.1023 / -3.0989

Geometry (Å):
C  -3.0296  -0.6251  -0.0008
C  -3.1877  0.6656  0.3755
C  -1.7264  -1.0681  0.0276
C  -2.2320  1.6136  0.4257
C  -0.5822  -0.1922  0.2755
C  -0.8652  1.2970  0.3205
C  0.7716  -0.6987  0.4714
C  1.1180  -2.0687  0.1935
C  2.8158  1.2618  -0.7593
N  3.3026  0.6131  0.4479
O  3.9271  -0.4003  0.3348
O  -0.0078  2.1691  0.2006
H  -3.8505  -1.0880  -0.3973
H  -4.2051  1.0142  0.3251
H  -1.5052  -2.1838  -0.0259
H  -2.4541  2.6664  0.5111
H  0.9799  -2.3552  -0.8282
H  0.6605  -2.7922  0.9298
H  2.1409  -2.2385  0.3651
H  1.7906  1.6455  -0.4516
H  3.3960  2.2250  -1.1192
H  2.7426  0.5393  -1.6218

These are the Mulliken partial charges, in e, on atoms 1 to 2:
1. C -0.724
2. C -0.437